Record 1
This record from OMol25 describes a 9-piece molecular cluster, C37H49N8O15 overall. The level of theory is ωB97M-V/def2-TZVPD.

Cartesian coordinates (Å):
C1 46.522 15.586 51.358
O1 45.655 14.900 51.946
O2 46.608 15.418 49.991
O3 47.167 16.529 51.796
H1 46.026 14.900 49.622
C2 39.420 14.340 50.722
C3 40.544 15.224 50.974
C4 41.984 14.906 50.496
C5 42.104 13.662 49.711
C6 40.882 12.688 49.552
C7 39.569 13.107 50.055
N1 43.423 13.197 49.297
O4 44.330 14.156 48.975
O5 43.613 12.022 49.355
H2 38.279 14.518 50.925
H3 40.616 16.187 51.686
H4 42.657 15.495 50.768
H5 40.933 11.691 49.055
H6 38.692 12.479 49.932
C8 45.782 13.365 45.350
C9 46.329 13.259 43.871
C10 46.967 14.331 43.191
C11 46.981 15.617 43.815
C12 46.146 15.818 45.145
C13 45.657 14.602 45.904
N2 47.683 16.817 43.240
O6 47.985 16.694 42.070
O7 48.092 17.712 44.001
H7 45.342 12.578 45.975
H8 46.406 12.288 43.476
H9 47.456 14.248 42.159
H10 46.069 16.766 45.591
H11 45.465 14.829 46.914
C14 47.924 19.261 49.990
C15 48.664 20.688 50.084
C16 48.680 21.602 48.858
C17 47.945 21.177 47.601
C18 47.413 19.771 47.509
C19 47.349 18.858 48.785
N3 47.803 22.153 46.488
O8 48.519 23.236 46.617
O9 46.982 21.830 45.626
H12 47.898 18.506 50.747
H13 48.981 21.182 51.030
H14 49.160 22.679 49.089
H15 46.784 19.489 46.643
H16 46.841 17.926 48.825
C20 44.464 11.422 54.618
C21 44.333 10.271 55.454
C22 44.501 10.617 57.041
C23 44.862 12.013 57.534
C24 44.996 13.079 56.416
C25 44.679 12.772 54.972
N4 45.027 12.365 58.874
O10 45.351 11.481 59.729
O11 44.752 13.478 59.124
H17 44.298 11.226 53.452
H18 43.901 9.374 55.239
H19 44.216 9.859 57.778
H20 45.399 13.987 56.779
H21 44.939 13.562 54.197
C26 50.969 16.612 50.971
O12 51.881 17.555 50.906
N5 51.169 15.387 51.355
C27 50.133 14.348 51.364
C28 52.537 14.862 51.808
H22 49.884 16.558 50.588
H23 50.131 14.043 52.358
H24 50.638 13.519 50.793
H25 49.129 14.693 51.014
H26 53.284 15.403 51.365
H27 52.682 13.806 51.446
H28 52.601 14.746 52.917
C29 47.426 11.989 52.517
O13 48.236 11.905 53.497
N6 47.077 10.818 51.863
C30 46.033 10.894 50.769
C31 47.654 9.465 52.062
H29 47.214 13.055 52.451
H30 46.227 12.045 50.437
H31 44.899 10.821 51.226
H32 46.174 10.211 50.064
H33 48.464 9.336 52.703
H34 48.149 9.193 50.936
H35 46.810 8.645 52.428
C32 41.928 18.756 49.991
O14 41.394 19.129 51.117
N7 43.187 18.451 49.860
C33 43.667 17.778 48.677
C34 44.150 18.385 51.074
H36 41.570 18.954 49.138
H37 44.761 17.378 48.991
H38 43.636 18.557 47.937
H39 42.975 16.921 48.536
H40 43.759 18.955 51.880
H41 45.101 18.856 50.431
H42 44.440 17.419 51.417
C35 46.141 16.398 55.480
O15 45.319 17.126 56.126
N8 47.290 15.898 55.950
C36 48.220 15.023 55.162
C37 47.735 16.418 57.203
H43 45.863 16.261 54.531
H44 48.872 14.538 56.120
H45 48.832 15.603 54.616
H46 47.580 14.268 54.564
H47 47.902 17.427 57.279
H48 48.680 16.115 57.487
H49 47.013 16.066 57.937

Output
net charge	-1
energy above the lowest of the compared OMol25 structures with the same formula, charge and spin	23.29	kcal per mole
LUMO	0.17	eV

Record 2
This record from OMol25 describes a 2-piece molecular cluster, C36H46N3O3 overall. The level of theory is ωB97M-V/def2-TZVPD.

Cartesian coordinates (Å):
C1 6.470 -0.387 2.427
O1 5.928 -1.533 3.107
C2 4.999 -2.169 2.375
O2 4.727 -1.833 1.230
C3 4.393 -3.343 3.106
C4 5.331 -4.566 3.081
C5 4.443 -5.774 2.808
C6 3.015 -5.238 2.636
N1 3.149 -3.781 2.507
C7 2.003 -2.976 2.558
C8 1.737 -1.931 1.701
C9 0.470 -1.154 1.709
C10 -0.629 -1.713 2.628
C11 -0.051 -2.303 3.909
C12 0.964 -3.395 3.591
H1 7.216 0.021 3.111
H2 6.929 -0.691 1.477
H3 5.677 0.347 2.237
H4 4.243 -3.020 4.156
H5 6.094 -4.457 2.301
H6 5.836 -4.618 4.048
H7 4.760 -6.295 1.901
H8 4.475 -6.488 3.635
H9 2.507 -5.671 1.763
H10 2.422 -5.510 3.526
H11 2.476 -1.672 0.949
H12 0.698 -0.122 2.011
H13 0.084 -1.073 0.682
H14 -1.363 -0.933 2.861
H15 -1.161 -2.500 2.078
H16 0.432 -1.514 4.495
H17 -0.855 -2.720 4.525
H18 0.418 -4.275 3.208
H19 1.459 -3.714 4.520
C13 -4.675 3.666 -3.739
N2 -3.933 3.613 -2.506
C14 -4.467 4.054 -1.329
O3 -5.572 4.578 -1.177
C15 -3.461 3.750 -0.233
C16 -4.030 2.831 0.847
C17 -4.480 1.521 0.249
C18 -5.749 1.429 -0.333
C19 -6.158 0.242 -0.939
C20 -5.299 -0.862 -0.969
C21 -4.047 -0.786 -0.346
C22 -3.652 0.394 0.287
N3 -2.360 3.131 -0.959
C23 -1.256 2.679 -0.337
C24 -0.242 1.953 -0.967
C25 0.859 1.398 -0.305
C26 2.044 0.935 -0.983
C27 3.268 0.815 -0.269
C28 4.409 0.315 -0.881
C29 4.384 -0.060 -2.233
C30 3.213 0.122 -2.976
C31 2.056 0.612 -2.373
C32 -2.631 2.989 -2.405
C33 -2.703 1.514 -2.882
C34 -2.251 1.542 -4.338
C35 -1.615 2.922 -4.628
C36 -1.634 3.738 -3.338
H20 -5.614 4.188 -3.548
H21 -4.105 4.205 -4.500
H22 -4.898 2.661 -4.112
H23 -3.124 4.708 0.200
H24 -3.263 2.672 1.615
H25 -4.883 3.362 1.289
H26 -6.410 2.300 -0.305
H27 -7.151 0.187 -1.388
H28 -5.613 -1.784 -1.462
H29 -3.373 -1.646 -0.345
H30 -2.692 0.449 0.811
H31 -1.195 2.904 0.734
H32 -0.310 1.838 -2.052
H33 0.874 1.465 0.792
H34 3.299 1.137 0.776
H35 5.323 0.209 -0.302
H36 5.290 -0.443 -2.706
H37 3.201 -0.120 -4.040
H38 1.144 0.739 -2.961
H39 -2.048 0.898 -2.259
H40 -3.727 1.142 -2.732
H41 -1.528 0.739 -4.529
H42 -3.109 1.367 -4.998
H43 -0.590 2.803 -5.003
H44 -2.183 3.437 -5.413
H45 -1.983 4.769 -3.493
H46 -0.649 3.781 -2.863

Output
net charge	+1
energy above the lowest of the compared OMol25 structures with the same formula, charge and spin	0.00	kcal per mole
LUMO	-4.62	eV

Record 3
This record from OMol25 describes C35H31N3O2S2Sn as an isolated structure. The level of theory is ωB97M-V/def2-TZVPD.

Cartesian coordinates (Å):
Sn1 0.900 0.769 0.576
S1 -1.473 2.657 4.077
C1 -2.714 1.834 3.184
C2 -4.084 1.802 3.433
C3 -4.879 1.093 2.557
C4 -4.326 0.424 1.457
C5 -2.968 0.448 1.216
C6 -2.153 1.165 2.094
N1 -0.771 1.323 2.013
C7 -0.301 2.087 2.972
C8 1.125 2.441 3.002
C9 1.684 3.202 4.022
C10 3.034 3.520 3.975
C11 3.820 3.086 2.918
C12 3.264 2.325 1.894
C13 1.916 2.003 1.934
H1 -4.511 2.318 4.282
H2 -5.947 1.053 2.721
H3 -4.976 -0.123 0.788
H4 -2.546 -0.090 0.377
H5 1.079 3.546 4.852
H6 3.472 4.109 4.769
H7 4.871 3.338 2.891
H8 3.885 1.989 1.074
N2 -2.624 -0.047 -3.914
C14 -3.122 1.058 -3.297
O1 -4.272 1.419 -3.360
C15 -2.162 1.821 -2.417
C16 -2.367 3.184 -2.232
C17 -1.550 3.885 -1.359
C18 -0.583 3.195 -0.656
N3 -0.406 1.874 -0.813
C19 -1.171 1.199 -1.685
H9 -3.252 -0.521 -4.548
H10 -1.641 -0.122 -4.114
H11 -3.175 3.668 -2.767
H12 -1.673 4.947 -1.202
H13 0.061 3.688 0.063
H14 -1.000 0.130 -1.745
C20 2.880 2.534 -3.064
S2 2.363 0.938 -2.461
C21 3.809 -0.014 -2.854
O2 2.429 1.110 -0.927
H15 3.004 2.470 -4.145
H16 3.814 2.814 -2.579
H17 2.093 3.248 -2.827
H18 3.899 -0.045 -3.940
H19 3.654 -1.018 -2.466
H20 4.680 0.457 -2.400
C22 -1.930 -5.782 1.404
C23 -0.743 -5.600 0.705
C24 -0.198 -4.336 0.564
C25 -0.837 -3.229 1.133
C26 -2.022 -3.431 1.851
C27 -2.571 -4.695 1.979
C28 -0.364 -1.844 1.052
C29 0.575 -1.277 0.274
C30 1.440 -1.998 -0.698
C31 0.970 -2.324 -1.970
C32 1.740 -3.099 -2.828
C33 2.990 -3.551 -2.426
C34 3.477 -3.207 -1.170
C35 2.710 -2.427 -0.316
H21 -2.349 -6.774 1.507
H22 -0.237 -6.451 0.271
H23 0.732 -4.224 0.028
H24 -2.514 -2.582 2.313
H25 -3.488 -4.834 2.534
H26 -0.897 -1.196 1.743
H27 -0.032 -2.030 -2.263
H28 1.352 -3.375 -3.800
H29 3.580 -4.173 -3.085
H30 4.447 -3.562 -0.849
H31 3.080 -2.189 0.675

Output
net charge	+2
energy above the lowest of the compared OMol25 structures with the same formula, charge and spin	0.00	kcal per mole
LUMO	-5.85	eV

Record 4
This record from OMol25 describes an isolated ion of composition C5H12N2 and charge +2. The level of theory is ωB97M-V/def2-TZVPD.

Cartesian coordinates (Å):
C1 -1.687 -0.932 2.875
C2 -0.858 0.136 2.449
N1 -0.337 0.175 1.244
C3 -0.137 0.637 0.127
C4 1.147 0.199 -0.799
C5 0.679 -0.881 -1.787
N2 1.485 1.417 -1.561
H1 -1.924 -1.743 2.168
H2 -1.120 -1.475 3.652
H3 -2.605 -0.581 3.234
H4 -0.639 0.843 3.155
H5 -0.873 1.236 -0.454
H6 2.009 -0.177 -0.234
H7 -0.198 -0.545 -2.240
H8 1.407 -1.182 -2.652
H9 0.483 -1.865 -1.307
H10 1.331 2.213 -0.913
H11 0.912 1.359 -2.360
H12 2.406 1.269 -1.861

Output
net charge	+2
SMILES	CC=[N+]=C[C@@H](C)[NH3+]
energy above the lowest of the compared OMol25 structures with the same formula, charge and spin	43.79	kcal per mole
LUMO	-8.99	eV

| no. | largest force on an atom (Eh/bohr) | gap between HOMO and LUMO (eV) |
| --- | --- | --- |
| 1 | 0.266 | 6.6150 |
| 2 | 0.048 | 5.1873 |
| 3 | 0.002 | 7.5634 |
| 4 | 0.092 | 11.1562 |